C22H21CuNS4SbSe as an isolated structure. Source: OMol25; level of theory: ωB97M-V with the def2-TZVPD basis set.

```
51
Properties=species:S:1:pos:R:3:forces:R:3:nbo_charge:R:1
Cu -0.3895 2.9377 2.5697 -0.426 0.125 -0.439 0.7467
S -0.2145 4.3728 0.7779 -0.070 0.051 -0.090 -0.6857
S -2.0104 3.9686 -0.1817 0.246 -0.038 0.064 -0.1331
S -3.4033 3.8412 1.3334 -0.041 -0.077 0.175 -0.1252
S -2.6893 2.4193 2.6806 -0.071 0.108 -0.062 -0.7083
C -3.6276 0.6329 -0.7782 0.030 -0.074 -0.020 -0.6623
C -2.8528 -0.5809 -1.2436 0.046 -0.008 0.060 -0.0330
C -3.5093 -1.5718 -1.9815 0.092 0.023 0.011 -0.2216
C -2.8502 -2.7108 -2.4253 0.046 0.094 0.067 -0.2284
C -1.5065 -2.8887 -2.1202 -0.047 0.104 0.058 -0.2474
C -0.8456 -1.9155 -1.3789 -0.140 0.025 0.076 -0.2191
C -1.4898 -0.7539 -0.9437 -0.097 -0.178 -0.136 -0.3670
Sb -0.4508 0.7374 0.2747 -0.021 0.026 -0.029 1.2828
C 0.2790 -0.8835 1.5343 0.029 -0.053 0.189 -0.3701
C -0.6835 -1.0889 2.5337 0.171 -0.038 0.026 -0.2455
C -0.5493 -2.0894 3.4880 0.045 0.034 -0.068 -0.1655
C 0.5714 -2.9056 3.4645 -0.015 0.071 -0.053 -0.2368
C 1.5395 -2.7035 2.4914 -0.019 0.056 0.004 -0.2135
C 1.4224 -1.7005 1.5260 -0.156 -0.006 -0.027 -0.0535
C 2.5445 -1.5486 0.5276 -0.061 -0.005 -0.008 -0.6260
C 1.2445 1.1596 -1.0002 0.117 -0.004 -0.086 -0.3958
C 2.3418 1.6633 -0.2961 0.031 0.013 -0.055 -0.2009
C 3.4827 2.1172 -0.9434 -0.096 -0.047 -0.068 -0.2338
C 3.5307 2.0935 -2.3313 -0.090 -0.024 0.039 -0.2136
C 2.4258 1.6472 -3.0444 0.003 -0.028 0.053 -0.2366
C 1.2727 1.1880 -2.4015 0.002 -0.006 -0.039 -0.0284
C 0.0857 0.7837 -3.2487 0.034 0.068 0.020 -0.6324
H -4.6701 0.5699 -1.1008 0.051 -0.003 0.022 0.1950
H -3.2052 1.5640 -1.1640 0.029 -0.044 -0.037 0.2446
H -3.6093 0.7501 0.3109 0.027 -0.057 -0.043 0.2608
H -4.5633 -1.4425 -2.2055 -0.001 0.002 -0.008 0.1928
H -3.3879 -3.4602 -2.9947 -0.006 -0.010 -0.010 0.1920
H -0.9813 -3.7806 -2.4435 0.003 0.012 -0.002 0.1953
H 0.1979 -2.0725 -1.1231 -0.041 0.020 -0.010 0.2059
H -1.5496 -0.4298 2.5857 0.049 -0.043 -0.013 0.2323
H -1.3049 -2.2086 4.2553 0.009 -0.002 -0.011 0.1958
H 0.7047 -3.6815 4.2107 -0.002 0.025 -0.028 0.1939
H 2.4256 -3.3315 2.4836 -0.012 0.006 -0.003 0.1878
H 3.1603 -2.4500 0.5117 -0.005 -0.010 -0.008 0.1944
H 3.1922 -0.7083 0.7796 -0.004 0.035 0.044 0.2276
H 2.1805 -1.3577 -0.4819 -0.023 0.012 0.006 0.2189
H 2.2973 1.7283 0.7881 -0.011 -0.020 -0.004 0.2284
H 4.3128 2.5092 -0.3677 -0.006 -0.018 -0.004 0.2038
H 4.4097 2.4493 -2.8581 -0.025 0.000 0.009 0.1910
H 2.4442 1.6710 -4.1309 0.005 -0.007 0.039 0.1886
H 0.2479 1.0813 -4.2870 0.009 -0.009 0.011 0.1953
H -0.8304 1.2718 -2.9037 0.058 -0.019 0.022 0.2271
H -0.1026 -0.2921 -3.2225 0.062 0.101 -0.008 0.2267
Se 2.4726 1.3020 6.1130 -0.195 0.131 -0.337 -0.4343
C 1.5347 1.8684 4.6507 0.288 -0.137 0.167 0.1554
N 0.9557 2.2293 3.7110 0.201 -0.178 0.544 -0.6649
```
Forces are in eV/Å.

Values from the calculation:
E = -6780.725501 Eh
Net charge = -2
Strongest force on any atom = 0.012 Eh/bohr
Highest occupied orbital energy = -0.989 eV
LUMO level = 4.467 eV
Relative energy (zero: lowest compared OMol25 entry of this formula, charge and spin) = 0.034 eV